Entry 1:
17
Properties=species:S:1:pos:R:3 method="wB97M-V/def2-TZVPD" e_above_lowest_kj_mol=239.2 fmax_ev_per_a=4.92 e_lumo_ev=0.526 gap_ha=0.360 smiles="C=CCN.O.O" e_tot_ev=-8872.011
C 2.125 0.034 -0.569
C 0.860 -0.264 -0.385
C 0.117 -1.266 -1.240
N -1.325 -1.419 -1.064
H 2.378 0.920 0.058
H 2.837 -0.454 -1.175
H 0.063 0.121 0.417
H 0.356 -1.077 -2.343
H 0.634 -2.175 -0.858
H -1.857 -0.559 -1.315
H -1.261 -1.392 0.126
O -0.620 -0.094 2.571
H -0.414 0.333 3.393
H -0.175 -0.925 2.654
O -1.574 2.606 -0.291
H -0.757 2.161 -0.241
H -1.389 3.450 0.263

=====

Entry 2:
12
Properties=species:S:1:pos:R:3 method="wB97M-V/def2-TZVPD" e_above_lowest_kj_mol=89.8 fmax_ev_per_a=4.71 e_lumo_ev=0.945 gap_ha=0.355 e_tot_ev=-9678.831
C -1.544 0.467 0.201
C -0.762 -0.694 -0.099
F -1.379 -1.847 -0.218
C 0.592 -0.734 -0.107
C 1.520 0.450 -0.166
F 1.320 -1.854 0.251
H -1.079 1.107 0.874
H -1.668 1.057 -0.699
H -2.463 0.060 0.621
H 1.873 0.790 0.805
H 2.392 -0.066 -0.683
H 1.198 1.265 -0.779

=====

Entry 3:
105
Properties=species:S:1:pos:R:3 method="wB97M-V/def2-TZVPD" fmax_ev_per_a=7.40 e_lumo_ev=-0.166 gap_ha=0.349 smiles="CCCCCCC[Si@H](CCCC)[C@H](C)CCC.CCOP(=O)(OCC)OCC.CCOP(=O)(OCC)OCC" e_tot_ev=-72943.078
C -1.734 1.871 4.160
C -1.618 2.609 2.802
C -2.989 2.585 2.093
C -3.219 1.184 1.456
C -2.910 1.208 -0.053
C -2.471 -0.126 -0.722
C -2.655 -1.451 0.063
Si -1.121 -2.582 -0.008
C -1.596 -4.317 0.605
C -1.146 -4.670 2.057
C -2.294 -4.514 3.115
C -1.669 -3.964 4.434
C 0.395 -1.840 0.867
C -0.060 -1.387 2.313
C 0.986 -0.583 0.176
C 1.548 -0.818 -1.238
C 1.677 0.561 -1.975
H -1.897 0.796 4.009
H -0.861 2.020 4.808
H -2.616 2.266 4.685
H -0.832 2.107 2.214
H -1.292 3.644 2.981
H -2.990 3.319 1.271
H -3.805 2.862 2.772
H -2.627 0.448 2.015
H -4.267 0.868 1.587
H -3.761 1.652 -0.588
H -2.092 1.936 -0.196
H -3.024 -0.225 -1.667
H -1.423 -0.014 -1.038
H -3.448 -2.040 -0.428
H -2.930 -1.383 1.123
H -0.751 -2.737 -1.440
H -1.147 -5.054 -0.076
H -2.684 -4.481 0.561
H -0.894 -5.743 2.069
H -0.245 -4.149 2.394
H -2.736 -5.491 3.343
H -3.055 -3.832 2.718
H -1.710 -2.866 4.462
H -0.616 -4.258 4.523
H -2.241 -4.315 5.303
H 1.150 -2.624 1.031
H 0.470 -0.443 2.527
H 0.266 -2.095 3.082
H -1.131 -1.160 2.358
H 0.292 0.269 0.217
H 1.847 -0.264 0.794
H 2.539 -1.294 -1.215
H 0.909 -1.432 -1.881
H 1.557 0.431 -3.059
H 0.798 1.146 -1.667
H 2.616 1.075 -1.751
C 3.005 2.758 1.842
C 3.848 3.664 2.722
O 4.045 3.117 4.024
P 4.970 1.784 4.183
O 6.363 2.297 3.984
O 4.961 1.633 5.823
C 6.186 1.573 6.552
C 6.613 2.948 7.031
O 3.626 0.802 4.107
C 3.795 -0.617 3.940
C 4.466 -1.286 5.125
H 3.533 1.828 1.617
H 2.764 3.248 0.898
H 2.077 2.488 2.348
H 4.815 3.854 2.245
H 3.352 4.624 2.862
H 6.969 1.106 5.953
H 6.018 0.921 7.412
H 6.509 3.705 6.255
H 7.649 2.932 7.375
H 5.980 3.260 7.865
H 4.356 -0.807 3.022
H 2.794 -1.031 3.807
H 5.524 -1.017 5.184
H 4.407 -2.372 5.035
H 3.999 -0.982 6.061
C -2.713 3.621 -7.680
C -2.491 3.038 -6.295
O -2.861 1.662 -6.216
P -1.941 0.547 -6.979
O -0.724 0.452 -6.112
O -2.729 -0.819 -6.506
C -2.024 -1.866 -5.840
C -2.103 -1.712 -4.332
O -2.879 0.597 -8.349
C -2.379 -0.058 -9.535
C -2.283 -1.566 -9.393
H -2.038 3.169 -8.411
H -2.537 4.697 -7.677
H -3.732 3.430 -8.019
H -1.447 3.156 -5.990
H -3.110 3.569 -5.572
H -0.987 -1.907 -6.175
H -2.486 -2.809 -6.138
H -1.934 -0.686 -4.009
H -1.381 -2.364 -3.838
H -3.104 -1.988 -3.990
H -1.407 0.366 -9.797
H -3.073 0.189 -10.338
H -1.474 -1.847 -8.714
H -2.077 -2.028 -10.359
H -3.207 -1.979 -8.991

=====

Entry 4:
72
Properties=species:S:1:pos:R:3 method="wB97M-V/def2-TZVPD" e_above_lowest_kj_mol=0.0 total_charge=-1 fmax_ev_per_a=1.99 e_lumo_ev=2.092 gap_ha=0.355 e_tot_ev=-109351.502
Mg -4.141 20.130 -5.348
P -4.777 23.592 -5.105
F -5.120 23.389 -6.665
F -5.304 25.118 -5.056
F -6.209 22.967 -4.756
F -4.375 23.744 -3.545
F -4.132 22.029 -5.053
F -3.292 24.065 -5.539
P -3.529 16.977 -6.483
F -3.421 15.818 -7.594
F -4.221 17.927 -7.606
F -4.987 16.410 -5.989
F -3.837 18.220 -5.396
F -2.817 16.156 -5.320
F -2.079 17.533 -6.918
P -5.701 19.448 -2.210
F -5.518 20.896 -1.514
F -7.206 19.793 -2.672
F -5.209 20.112 -3.667
F -5.834 18.008 -2.953
F -4.151 19.048 -1.870
F -6.119 18.749 -0.865
C -7.051 23.818 -1.594
C -7.604 24.804 -2.499
N -8.028 25.597 -3.210
H -7.728 23.000 -1.340
H -6.796 24.235 -0.617
H -6.154 23.347 -1.990
C -5.154 21.429 2.023
C -4.980 20.000 1.802
N -4.811 18.876 1.652
H -4.554 21.639 2.916
H -6.185 21.648 2.296
H -4.792 22.096 1.247
C -4.665 14.362 -3.629
C -4.908 12.960 -3.308
N -5.137 11.855 -3.095
H -4.470 14.449 -4.692
H -3.953 14.866 -2.985
H -5.628 14.857 -3.469
C -1.711 21.264 -1.806
C -2.132 20.689 -3.071
N -2.468 20.149 -4.012
H -1.933 22.330 -1.900
H -0.631 21.189 -1.694
H -2.248 20.727 -1.027
C -8.676 17.527 0.948
C -9.829 16.949 1.761
C -9.837 17.811 3.039
O -9.219 19.058 2.647
C -8.803 18.974 1.268
H -8.760 17.297 -0.114
H -7.717 17.125 1.275
H -9.595 15.915 2.039
H -10.828 16.841 1.338
H -9.238 17.345 3.821
H -10.844 17.993 3.412
H -7.898 19.586 1.259
H -9.556 19.531 0.698
C -6.880 19.481 -8.334
C -7.677 18.896 -7.169
C -6.875 19.375 -5.942
O -5.788 20.208 -6.416
C -6.183 20.670 -7.733
H -7.486 19.800 -9.183
H -6.113 18.811 -8.723
H -7.677 17.810 -7.230
H -8.695 19.264 -7.290
H -6.569 18.514 -5.351
H -7.486 19.994 -5.282
H -5.271 20.920 -8.274
H -6.804 21.559 -7.617

=====

Entry 5:
8
Properties=species:S:1:pos:R:3 method="wB97M-V/def2-TZVPD" e_above_lowest_kj_mol=972.4 total_charge=+1 fmax_ev_per_a=3.45 e_lumo_ev="-8.144 / -8.184" gap_ha="0.353 / 0.352" e_tot_ev=-8246.196
C 1.639 -0.265 0.164
C 0.623 0.417 -0.113
O -3.186 0.087 0.094
O -1.198 -0.587 0.076
O -2.098 0.191 -0.363
H 2.628 0.191 0.248
H 1.409 -1.348 0.083
H 0.182 1.314 -0.190

=====

Entry 6:
89
Properties=species:S:1:pos:R:3 method="wB97M-V/def2-TZVPD" e_above_lowest_kj_mol=18.2 fmax_ev_per_a=3.74 e_lumo_ev="-0.255 / -0.257" gap_ha="0.107 / 0.096" e_tot_ev=-195556.068
O 3.943 2.170 1.254
O 4.840 2.391 -0.827
C 2.982 3.120 1.839
C 1.612 2.555 2.092
H 2.955 3.970 1.147
H 3.447 3.459 2.768
H 1.283 1.864 1.310
H 0.893 3.376 2.148
H 1.582 2.037 3.053
C 4.065 0.809 1.802
C 5.502 0.377 1.699
H 3.389 0.175 1.212
H 3.718 0.856 2.841
H 5.871 0.360 0.666
H 5.597 -0.636 2.099
H 6.144 1.028 2.305
C 4.448 1.646 -2.013
C 5.082 3.792 -1.120
C 4.009 0.264 -1.634
H 5.340 1.646 -2.658
H 3.651 2.182 -2.565
H 4.673 -0.202 -0.898
H 4.021 -0.347 -2.541
H 2.984 0.280 -1.244
C 5.946 4.356 -0.029
H 4.100 4.287 -1.170
H 5.550 3.840 -2.110
H 5.435 4.313 0.940
H 6.167 5.401 -0.254
H 6.889 3.802 0.054
H 4.327 2.279 0.242
Sn -1.660 -0.049 -0.962
C 0.001 0.765 -1.760
Si -0.279 2.553 -2.335
H 0.323 0.148 -2.618
H 0.826 0.719 -1.022
C -0.358 3.698 -0.854
C -1.866 2.659 -3.320
C 1.186 3.029 -3.394
C -3.254 1.302 -0.362
Si -4.868 0.366 -0.073
H -3.372 2.101 -1.108
H -2.910 1.771 0.576
C -6.261 1.526 -0.560
C -4.969 -0.092 1.742
C -4.987 -1.188 -1.114
H 0.869 3.750 -4.161
H 1.605 2.151 -3.903
H 1.984 3.490 -2.797
H -1.179 3.452 -0.170
H -0.515 4.726 -1.212
H 0.580 3.682 -0.279
H -2.631 1.924 -3.043
H -1.638 2.503 -4.384
H -2.303 3.662 -3.210
H -5.015 0.814 2.364
H -4.096 -0.679 2.065
H -5.875 -0.686 1.931
H -5.322 -2.037 -0.501
H -4.044 -1.489 -1.594
H -5.728 -1.027 -1.911
H -7.227 1.134 -0.216
H -6.305 1.646 -1.651
H -6.111 2.519 -0.113
Se -1.220 -1.055 1.433
P -1.374 -3.012 0.384
Se -1.106 -2.585 -1.775
C -0.200 -4.172 1.149
C -0.179 -5.499 0.682
C 0.590 -6.454 1.356
C 1.337 -6.088 2.482
C 1.328 -4.762 2.932
C 0.574 -3.798 2.258
C -3.007 -3.811 0.563
C -3.660 -3.709 1.801
C -4.914 -4.305 1.968
C -5.509 -5.003 0.910
C -4.851 -5.106 -0.322
C -3.597 -4.515 -0.498
H -0.765 -5.775 -0.199
H 0.600 -7.488 1.007
H 1.929 -6.835 3.013
H 1.909 -4.477 3.811
H 0.566 -2.759 2.599
H -3.188 -3.157 2.620
H -5.423 -4.227 2.931
H -6.488 -5.469 1.044
H -5.317 -5.652 -1.146
H -3.086 -4.580 -1.464